Formula: C10H16
Source: the OMol25 dataset
Level of theory: wB97M-V/def2-TZVPD

Summary:
SMILES: Cc1ccccc1.CCC
highest occupied orbital energy: -8.67 eV
relative energy (zero: lowest compared OMol25 entry of this formula, charge and spin): 205.6 kJ/mol
DFT total energy: -390.5576 Ha
HOMO-LUMO gap: 9.556 eV

Each line ends with the natural charge from an NBO analysis.
Positions of all 26 atoms, in Å:
C: 0.02 -1.87 -0.97  -0.42
C: -0.33 -2.84 0.12  -0.61
C: 0.70 -2.72 -2.00  -0.59
H: -0.88 -1.42 -1.41  0.19
H: 0.58 -1.10 -0.63  0.21
H: 0.54 -3.12 0.80  0.20
H: 0.97 -2.12 -2.96  0.20
H: 1.44 -3.30 -1.57  0.20
H: -0.64 -3.85 -0.30  0.20
H: -1.18 -2.62 0.83  0.21
H: -0.03 -3.49 -2.45  0.20
C: -1.99 2.42 1.67  -0.62
C: 0.52 1.08 -0.85  -0.21
C: -0.60 1.21 -0.11  -0.21
C: 1.70 1.47 -0.23  -0.23
C: -0.74 1.97 1.09  -0.01
C: 1.66 2.24 0.88  -0.20
C: 0.49 2.43 1.63  -0.22
H: 0.43 0.53 -1.81  0.22
H: -1.46 0.68 -0.50  0.20
H: 2.62 1.05 -0.50  0.21
H: 2.60 2.63 1.29  0.21
H: -2.16 3.53 1.30  0.22
H: -1.79 2.36 2.64  0.21
H: 0.49 2.89 2.59  0.21
H: -2.96 1.94 1.44  0.22

---

Formula: C6H4
Source: the OMol25 dataset
Level of theory: wB97M-V/def2-TZVPD

Summary:
highest occupied orbital energy: -8.57 eV
relative energy (zero: lowest compared OMol25 entry of this formula, charge and spin): 476.0 kJ/mol
DFT total energy: -230.6954 Ha
HOMO-LUMO gap: 8.001 eV

Each line ends with the natural charge from an NBO analysis.
Positions of all 10 atoms, in Å:
C: -0.71 -0.44 0.06  0.00
C: 1.46 -2.06 -0.67  0.23
C: 0.56 -1.16 -0.49  -0.50
C: 0.08 1.14 -0.12  -0.09
C: -0.59 0.56 1.10  -0.46
C: 0.73 0.29 -0.95  -0.14
H: -1.59 -0.45 -0.41  0.22
H: -1.38 1.16 1.39  0.25
H: 0.15 0.35 1.90  0.25
H: 1.29 0.60 -1.82  0.23

---

Formula: C3H3FN2OS
Source: the OMol25 dataset
Level of theory: wB97M-V/def2-TZVPD

Summary:
SMILES: On1c(F)c[nH]c1=S
highest occupied orbital energy: -8.34 eV
relative energy (zero: lowest compared OMol25 entry of this formula, charge and spin): 334.6 kJ/mol
DFT total energy: -798.7931 Ha
HOMO-LUMO gap: 8.596 eV

Each line ends with the natural charge from an NBO analysis.
Positions of all 11 atoms, in Å:
C: 1.21 0.11 -0.01  0.49
C: 0.96 -1.20 -0.01  -0.15
C: -1.09 -0.07 0.37  0.26
H: -0.99 2.44 -0.10  0.51
H: 1.71 -1.96 -0.07  0.25
H: -1.00 -2.03 -0.39  0.45
N: -0.04 0.84 0.39  -0.11
N: -0.36 -1.26 0.16  -0.56
O: -0.07 2.16 0.05  -0.51
F: 2.45 0.69 -0.22  -0.29
S: -2.77 0.28 -0.16  -0.33

---

Formula: C19H36CaF6O18P
Source: the OMol25 dataset
Level of theory: wB97M-V/def2-TZVPD

Summary:
highest occupied orbital energy (spin up / spin down): -2.27 / -9.07 eV
DFT total energy: -3718.2428 Ha
HOMO-LUMO gap (spin up / spin down): 2.561 / 9.304 eV
spin multiplicity: 2

Each line ends with the Löwdin spin population.
Positions of all 81 atoms, in Å:
Ca: 0.64 -0.31 -0.52  0.03
P: 2.62 -2.94 -0.25  0.00
F: 2.57 -3.80 1.12  0.00
F: 2.60 -1.60 0.77  0.00
F: 4.25 -2.95 -0.15  0.00
F: 2.56 -1.87 -1.47  0.00
F: 2.40 -4.30 -1.20  0.00
F: 1.00 -2.72 -0.17  0.00
C: -5.79 -0.97 1.05  0.01
C: -4.55 -1.93 0.93  0.00
C: -4.52 -2.68 -0.36  0.00
O: -3.35 -2.30 -0.96  0.00
C: -2.55 -1.59 -0.16  0.00
O: -1.41 -1.34 -0.51  0.00
O: -3.33 -1.18 0.91  0.00
H: -5.93 -0.34 0.17  0.00
H: -5.74 -0.53 2.05  0.00
H: -6.67 -1.62 0.98  0.00
H: -4.63 -2.60 1.79  0.00
H: -5.40 -2.54 -0.99  0.00
H: -4.52 -3.73 -0.06  0.00
C: -1.26 -2.49 -5.52  0.00
O: -0.88 -1.91 -4.21  0.00
C: -0.01 -0.97 -4.00  0.00
O: 0.22 -0.62 -2.86  0.01
O: 0.61 -0.64 -5.14  0.00
C: 1.32 0.55 -5.26  0.00
H: -1.87 -3.38 -5.36  0.00
H: -0.38 -2.87 -6.03  0.00
H: -1.72 -1.89 -6.30  0.00
H: 2.13 0.75 -4.56  0.00
H: 0.53 1.28 -5.05  0.00
H: 1.64 0.72 -6.28  0.00
C: 0.72 -3.20 3.48  0.00
O: -0.39 -2.36 3.71  0.00
C: -0.59 -1.26 2.87  0.00
O: 0.05 -0.94 1.83  0.00
O: -1.64 -0.57 3.34  0.02
C: -2.52 -0.97 4.35  0.01
H: 1.67 -2.80 3.10  0.00
H: 0.50 -3.90 2.67  0.00
H: 0.98 -3.71 4.41  0.00
H: -3.37 -0.28 4.37  0.01
H: -1.84 -0.86 5.19  0.00
H: -2.97 -1.96 4.29  0.00
C: -3.42 1.84 -0.21  0.06
O: -2.42 2.79 -0.71  0.08
C: -1.10 2.68 -0.39  0.33
O: -0.61 1.55 -0.42  0.16
O: -0.40 3.90 -0.16  0.07
C: -1.10 5.03 0.34  0.05
H: -3.54 1.06 -0.96  0.00
H: -4.24 2.56 -0.14  0.01
H: -3.12 1.29 0.68  0.02
H: -1.87 5.22 -0.41  0.00
H: -0.47 5.92 0.30  0.00
H: -1.49 4.87 1.34  0.03
C: 5.07 0.20 -0.80  0.00
O: 4.66 1.24 -1.62  0.00
C: 3.32 1.57 -1.85  0.00
O: 2.34 0.90 -1.59  0.00
O: 3.38 2.76 -2.41  0.00
C: 2.16 3.44 -2.79  0.00
H: 4.43 0.05 0.07  0.00
H: 6.13 0.22 -0.54  0.00
H: 4.90 -0.76 -1.28  0.00
H: 2.40 4.25 -3.48  0.00
H: 1.60 4.00 -2.03  0.00
H: 1.50 2.76 -3.32  0.00
C: 0.63 2.19 3.27  0.02
O: 2.02 1.78 3.21  0.00
C: 2.53 1.27 2.07  0.00
O: 1.87 1.07 1.01  0.00
O: 3.92 1.04 2.14  0.00
C: 4.63 1.10 3.36  0.00
H: 0.36 2.32 4.32  0.01
H: -0.12 1.44 3.02  0.01
H: 0.54 3.10 2.68  0.01
H: 4.33 2.00 3.90  0.00
H: 5.72 1.11 3.29  0.00
H: 4.26 0.36 4.07  0.00

---

Formula: C3H8S2
Source: the OMol25 dataset
Level of theory: wB97M-V/def2-TZVPD

Summary:
charge: +1
highest occupied orbital energy (spin up / spin down): -13.74 / -14.00 eV
relative energy (zero: lowest compared OMol25 entry of this formula, charge and spin): 309.3 kJ/mol
DFT total energy: -915.0463 Ha
HOMO-LUMO gap (spin up / spin down): 6.823 / 5.367 eV
spin multiplicity: 2

Each line ends with the Löwdin spin population.
Positions of all 13 atoms, in Å:
C: 0.24 0.32 1.29  -0.03
C: -1.20 0.77 1.09  0.03
S: 0.49 -1.41 1.25  -0.58
S: 0.03 1.13 -1.70  1.35
C: 0.42 -0.54 -1.93  0.15
H: -1.60 0.26 0.20  0.01
H: 0.86 0.71 0.43  0.01
H: 0.71 0.72 2.20  -0.01
H: -1.85 0.52 1.91  0.00
H: -1.22 1.84 0.88  0.00
H: 1.45 -0.62 -2.30  0.04
H: -0.27 -1.00 -2.64  0.03
H: 0.37 -1.10 -0.96  0.00

---

Formula: C13H25IMgP2
Source: the OMol25 dataset
Level of theory: wB97M-V/def2-TZVPD

Summary:
highest occupied orbital energy: -7.30 eV
relative energy (zero: lowest compared OMol25 entry of this formula, charge and spin): 0.0 kJ/mol
DFT total energy: -1690.8498 Ha
HOMO-LUMO gap: 7.162 eV

Each line ends with the natural charge from an NBO analysis.
Positions of all 42 atoms, in Å:
C: 2.39 4.35 -1.65  -0.63
C: 1.72 3.97 -2.96  -0.61
H: 1.82 5.11 -1.13  0.20
H: 3.40 4.73 -1.85  0.21
H: 2.54 3.52 -0.94  0.21
H: 0.80 3.39 -2.84  0.19
H: 1.46 4.86 -3.54  0.20
H: 2.39 3.37 -3.58  0.21
Mg: 0.79 1.54 -0.51  1.57
C: 1.23 0.96 -2.50  -1.39
H: 0.37 1.15 -3.15  0.20
H: 1.52 -0.09 -2.55  0.19
H: 2.10 1.53 -2.84  0.21
I: 2.37 2.30 1.46  -0.74
C: -2.14 -0.25 -1.73  -0.95
P: -0.70 -0.72 -0.75  0.77
C: -0.03 -2.19 -1.60  -0.94
C: -1.56 -1.60 0.62  -0.35
C: -2.50 -2.61 0.42  -0.14
C: -3.14 -3.19 1.52  -0.23
C: -2.79 -2.81 2.81  -0.20
C: -1.76 -1.88 3.04  -0.21
C: -1.13 -1.27 1.93  -0.34
P: 0.30 -0.12 1.94  0.77
C: 0.38 0.34 3.70  -0.97
C: 1.66 -1.35 1.80  -0.95
H: -1.82 0.33 -2.61  0.25
H: -2.78 0.37 -1.08  0.24
H: -2.71 -1.13 -2.05  0.22
H: 0.52 -2.80 -0.87  0.24
H: -0.85 -2.78 -2.01  0.22
H: 0.64 -1.86 -2.40  0.25
H: -2.78 -2.92 -0.59  0.20
H: -3.90 -3.95 1.36  0.22
H: -3.30 -3.26 3.68  0.22
H: -1.47 -1.63 4.06  0.22
H: 0.50 -0.56 4.30  0.22
H: 1.22 1.04 3.82  0.27
H: -0.57 0.85 3.94  0.24
H: 1.33 -2.26 2.31  0.23
H: 1.89 -1.56 0.74  0.23
H: 2.55 -0.92 2.28  0.25

---

Formula: C17H23O2Pd
Source: the OMol25 dataset
Level of theory: wB97M-V/def2-TZVPD

Summary:
charge: -1
highest occupied orbital energy (spin up / spin down): -1.84 / -3.03 eV
DFT total energy: -939.6232 Ha
HOMO-LUMO gap (spin up / spin down): 5.368 / 6.245 eV
spin multiplicity: 5

Each line ends with the Löwdin spin population.
Positions of all 43 atoms, in Å:
Pd: 0.75 0.15 0.53  1.34
C: 1.88 -1.18 2.21  0.14
C: 0.48 -1.51 2.18  0.09
C: 0.17 -2.05 0.89  0.08
H: -0.23 -1.42 3.00  0.00
C: 1.38 -2.07 0.12  0.11
C: 2.44 -1.56 0.95  0.01
H: 3.49 -1.49 0.69  0.00
H: 2.44 -0.78 3.05  0.01
H: -0.80 -2.38 0.55  0.00
H: 1.47 -2.45 -0.89  0.01
C: 1.89 2.21 0.15  0.13
C: 2.95 1.26 -0.02  0.07
C: 2.60 0.40 -1.11  0.08
H: 3.87 1.24 0.55  0.00
C: 1.34 0.82 -1.63  0.10
C: 0.89 1.95 -0.86  0.07
H: -0.01 2.51 -1.05  0.00
H: 1.88 3.03 0.85  0.01
H: 3.21 -0.39 -1.53  0.00
H: 0.82 0.41 -2.49  0.01
O: -1.13 0.22 0.20  0.18
C: -2.32 -0.63 -2.29  0.62
C: -3.16 -0.59 -0.88  0.05
C: -1.40 -1.77 -2.43  0.10
C: -2.15 0.71 -2.88  0.10
C: -2.53 -0.09 0.42  0.05
H: -3.57 -1.60 -0.69  0.00
H: -4.07 0.02 -1.07  0.01
H: -2.99 0.85 0.77  0.00
H: -2.63 -0.81 1.25  0.00
H: -1.64 -2.38 -3.32  0.03
H: -1.40 -2.45 -1.56  0.00
H: -0.34 -1.46 -2.52  0.02
H: -2.89 0.89 -3.68  0.03
H: -1.16 0.86 -3.32  0.01
H: -2.26 1.52 -2.14  0.01
C: 0.79 1.59 3.30  0.07
C: 0.01 1.49 2.07  0.32
O: -0.99 2.07 1.77  0.10
H: 1.87 1.74 3.10  0.00
H: 0.67 0.69 3.92  0.00
H: 0.40 2.45 3.86  0.02

---

Formula: C44H57BFN2
Source: the OMol25 dataset
Level of theory: wB97M-V/def2-TZVPD

Summary:
charge: +1
highest occupied orbital energy: -10.08 eV
relative energy (zero: lowest compared OMol25 entry of this formula, charge and spin): 0.0 kJ/mol
DFT total energy: -1944.6888 Ha
HOMO-LUMO gap: 4.151 eV

Each line ends with the Löwdin charge.
Positions of all 105 atoms, in Å:
C: 2.94 3.41 2.51  -0.06
C: 2.15 4.42 3.31  -0.53
C: 2.99 4.68 4.57  -0.08
C: 2.04 5.76 2.57  -0.04
C: 0.72 3.91 3.69  -0.06
C: 0.31 4.29 4.97  -0.05
C: -0.74 3.66 5.63  -0.04
C: -1.59 2.87 4.88  -0.04
C: -1.47 2.85 3.48  -0.07
C: -2.85 2.68 2.79  -0.54
C: -2.81 2.79 1.29  -0.07
C: -3.79 3.79 3.30  -0.05
C: -3.47 1.34 3.20  -0.05
C: -0.20 3.13 2.90  -0.03
N: 0.14 2.71 1.55  0.06
C: 0.24 1.44 1.02  -0.17
B: -0.32 0.05 1.44  -0.33
H: -0.30 -0.91 0.54  0.07
N: 0.79 1.56 -0.25  0.03
C: 0.99 0.47 -1.17  -0.07
C: 0.11 0.30 -2.29  -0.06
C: -0.92 1.34 -2.80  -0.53
C: -1.86 0.76 -3.85  -0.08
C: -0.20 2.50 -3.48  -0.03
C: -1.81 1.83 -1.67  -0.04
C: 0.12 -0.93 -2.94  -0.02
C: 0.85 -2.00 -2.45  -0.07
C: 1.78 -1.82 -1.45  -0.04
C: 1.93 -0.56 -0.86  -0.09
C: 3.13 -0.51 0.10  -0.54
C: 2.92 -1.53 1.23  -0.04
C: 3.39 0.84 0.72  -0.06
C: 4.39 -0.90 -0.68  -0.05
C: 1.02 2.91 -0.49  -0.06
C: 0.50 3.61 0.53  -0.05
H: 2.55 3.31 1.49  0.05
H: 3.99 3.74 2.41  0.10
H: 2.94 2.43 3.00  0.10
H: 2.66 5.57 5.12  0.08
H: 2.99 3.81 5.24  0.10
H: 4.03 4.87 4.29  0.09
H: 1.39 6.44 3.14  0.10
H: 3.03 6.22 2.47  0.10
H: 1.62 5.64 1.57  0.05
H: 0.86 5.05 5.53  0.11
H: -0.91 3.82 6.69  0.12
H: -2.42 2.37 5.38  0.11
H: -3.83 2.69 0.88  0.10
H: -2.20 2.00 0.86  0.03
H: -2.42 3.77 0.96  0.10
H: -3.97 3.71 4.38  0.08
H: -3.35 4.78 3.09  0.10
H: -4.76 3.72 2.79  0.09
H: -3.67 1.31 4.27  0.08
H: -4.42 1.20 2.67  0.09
H: -2.81 0.50 2.94  0.05
H: 0.31 -0.30 2.45  0.04
H: -1.51 0.17 1.75  0.02
H: -2.40 -0.12 -3.47  0.09
H: -2.61 1.51 -4.12  0.09
H: -1.33 0.49 -4.77  0.08
H: 0.40 3.08 -2.78  0.05
H: 0.47 2.11 -4.26  0.10
H: -0.94 3.17 -3.94  0.10
H: -1.30 2.55 -1.03  0.06
H: -2.69 2.35 -2.08  0.10
H: -2.17 1.00 -1.06  0.10
H: -0.48 -1.10 -3.84  0.10
H: 0.71 -2.99 -2.88  0.03
H: 2.42 -2.65 -1.14  0.11
H: 2.94 -2.55 0.85  0.08
H: 3.72 -1.42 1.97  0.10
H: 1.96 -1.36 1.73  0.05
H: 3.58 1.61 -0.03  0.10
H: 2.54 1.11 1.34  0.06
H: 4.27 0.78 1.38  0.10
H: 4.55 -0.19 -1.50  0.10
H: 5.26 -0.87 -0.01  0.09
H: 4.32 -1.91 -1.10  0.07
H: 1.57 3.26 -1.35  0.13
H: 0.33 4.67 0.62  0.13
F: -1.03 -5.20 -7.84  0.07
C: -0.96 -4.99 -6.48  -0.20
C: 0.27 -4.63 -5.93  0.03
C: 0.38 -4.59 -4.54  0.00
C: -0.71 -4.95 -3.69  -0.20
C: -0.55 -5.20 -2.28  0.15
C: -0.98 -6.41 -1.69  -0.18
C: -0.85 -6.62 -0.28  0.03
C: -1.28 -7.81 0.30  -0.03
C: -1.85 -8.83 -0.47  0.00
C: -1.98 -8.66 -1.85  -0.03
C: -1.52 -7.49 -2.47  0.02
C: -1.97 -5.17 -4.32  -0.01
C: -2.11 -5.19 -5.70  0.03
H: 1.12 -4.41 -6.57  0.14
H: 1.33 -4.31 -4.10  0.12
H: 0.05 -4.52 -1.66  0.13
H: -0.43 -5.82 0.32  0.13
H: -1.18 -7.94 1.38  0.12
H: -2.20 -9.76 0.00  0.13
H: -2.42 -9.44 -2.47  0.12
H: -1.55 -7.40 -3.55  0.12
H: -2.85 -5.36 -3.70  0.14
H: -3.07 -5.39 -6.17  0.14

---

Q: DFT total energy of number 6 (C13H25IMgP2)?
A: -1690.8498 Ha